Below is a molecular structure, C7H12AsF2N5S5Tc at a distorted geometry, with properties calculated with ωB97M-V/def2-TZVPD.

Geometry as XYZ:
```
33
C7H12AsF2N5S5Tc, DFT ωB97M-V/def2-TZVPD
C 0.279 -1.717 0.876
Tc 0.553 0.544 -1.016
H -3.724 -0.139 0.049
H -2.471 0.512 -0.913
C -2.368 -1.795 1.452
H 1.319 -1.708 0.568
H 2.633 1.177 2.463
C -0.144 -2.620 1.789
H -1.908 -3.361 2.809
As 0.871 1.701 -3.976
N -0.556 -0.823 0.244
H 1.213 2.586 3.791
H -0.295 3.090 3.132
C -0.043 -1.237 -2.220
S -0.742 1.714 -2.483
C 0.803 1.934 1.893
S 1.193 3.387 -5.254
C -1.879 -0.871 0.501
F -1.357 -1.393 -2.197
S -0.317 2.084 0.583
H 2.925 1.287 0.042
H 2.681 -0.228 0.622
N 0.565 2.569 3.012
H 0.481 -2.101 -1.792
C -1.523 -2.649 2.090
N -2.734 -0.031 -0.111
F 0.318 -1.069 -3.497
H 0.557 -3.301 2.250
N 2.228 0.678 0.483
H -3.434 -1.815 1.640
S 2.290 0.953 -2.498
S 0.679 1.441 -6.084
N 1.908 1.200 1.753
```

## Properties
Gap between HOMO and LUMO (alpha / beta) ... 5.1 / 5.1 eV
Net charge ... +3